{"formula": "C6H26NO9", "method": "ωB97M-V/def2-TZVPD", "gap_ev": 9.3, "total_charge": 1, "e_above_lowest_ev": 0.000, "symbols": ["O", "O", "O", "O", "O", "O", "O", "O", "O", "N", "C", "C", "C", "C", "C", "C", "H", "H", "H", "H", "H", "H", "H", "H", "H", "H", "H", "H", "H", "H", "H", "H", "H", "H", "H", "H", "H", "H", "H", "H", "H", "H"], "coordinates": [[0.523869, 4.116331, 2.529297], [1.360475, -2.193089, 2.338401], [2.161337, 0.202596, 1.404824], [-0.222886, -3.575529, -1.340665], [-0.466152, 1.198010, 1.744423], [1.673735, 1.074586, -3.064585], [2.338821, 3.426504, -1.183267], [-2.591697, -2.857251, 0.918816], [4.170775, 0.845592, -1.141647], [-0.738419, -0.796243, -0.686426], [-3.191723, -0.477846, -0.393820], [-2.113231, -1.643610, -2.397817], [-2.114691, -1.068228, -1.208066], [-2.714576, -1.905286, 1.642393], [-0.108911, 0.211166, -1.109186], [-3.178837, -0.543734, 1.186512], [2.360824, 0.872729, -2.405699], [1.473528, 4.136061, 2.393660], [1.772392, 3.485858, -1.954489], [-0.524812, -1.524087, -0.003525], [-3.331451, 0.564627, -0.696551], [1.726323, -0.605879, 1.791820], [-1.150217, -1.896215, -2.818512], [-0.049875, 1.411964, 2.587215], [-0.532790, -4.496853, -1.347354], [0.601047, -3.810692, -0.877693], [-0.449178, 0.799050, -1.954899], [3.682762, 0.975863, -0.314213], [3.048538, -0.118541, 1.625141], [2.185733, 1.785485, -3.480112], [2.855688, 4.231813, -1.119765], [-2.279136, -1.886125, 2.664722], [-0.251202, 1.971112, 1.217024], [-4.214342, -0.794385, -0.581890], [4.479747, -0.058799, -1.010594], [2.109286, -2.351630, 2.923891], [0.659351, -1.740881, 2.817786], [-2.539956, 0.240564, 1.590927], [0.046753, 4.524468, 1.804818], [0.835723, 0.549442, -0.688806], [-3.074053, -1.894005, -2.823492], [-4.228566, -0.384930, 1.421395]], "forces_ev_per_a": [[-0.397, -0.627, 0.549], [-0.131, -0.034, -0.463], [0.392, -1.191, 0.612], [0.963, -1.282, 0.765], [-0.221, -0.218, 0.085], [0.893, 0.530, 0.289], [-0.107, -0.420, 0.415], [-0.191, -0.159, 0.136], [-0.442, -0.457, 0.471], [-2.392, -0.273, -0.389], [-1.577, 0.841, 1.323], [-0.505, 0.174, 0.797], [1.087, -0.122, -0.833], [0.889, 0.951, 0.204], [1.341, 0.403, 0.310], [0.359, -0.268, -1.922], [-0.058, -0.456, 0.259], [-0.066, 0.301, -0.438], [0.026, 0.266, -0.113], [0.975, 0.597, 0.237], [0.576, 0.307, 0.257], [-0.193, 0.897, -0.815], [-0.368, -0.208, -0.400], [0.013, 0.104, 0.014], [-0.890, 0.400, -0.427], [0.173, 0.842, -0.149], [-0.564, -0.163, 0.193], [-0.092, 0.479, -0.217], [0.366, 0.693, -0.269], [-0.527, -0.062, -0.563], [-0.014, 0.162, -0.217], [-0.396, -0.450, 0.143], [0.109, 0.228, 0.011], [0.319, -1.025, -0.996], [0.274, -0.031, -0.386], [-0.295, -0.052, 0.314], [0.060, -0.322, 0.557], [-0.128, -0.138, 0.369], [0.463, 0.265, -0.179], [0.015, -0.555, 0.224], [0.190, -0.069, -0.424], [0.069, 0.143, 0.666]]}